# C16H28N2O4

A single C16H28N2O4 molecule in a non-equilibrium geometry (ωB97M-V/def2-TZVPD, the OMol25 dataset).

Geometry as ORCA input:
```
! wB97M-V def2-TZVPD RIJCOSX def2/J DEFGRID3
* xyz 0 1
C -1.281 3.205 -2.986
O -1.563 2.730 -1.649
C -2.458 1.606 -1.591
C -2.605 1.049 -0.167
N -1.301 1.101 0.478
C -0.950 0.591 1.689
O -1.769 -0.115 2.254
C 0.446 0.963 2.255
C 0.432 2.365 2.893
C 0.777 3.326 1.817
C 1.879 2.568 1.046
N 1.428 1.162 1.183
C 2.177 0.078 0.577
O 3.082 0.359 -0.184
C 1.824 -1.404 0.886
O 2.964 -1.983 1.513
C 1.534 -2.197 -0.442
C 0.430 -1.507 -1.270
C -0.617 -2.421 -1.863
C -1.285 -3.256 -0.789
C -0.301 -3.812 0.256
C 1.191 -3.662 -0.165
H -2.169 3.715 -3.422
H -0.455 3.954 -2.995
H -0.934 2.376 -3.609
H -2.070 0.784 -2.170
H -3.421 1.860 -2.020
H -3.324 1.656 0.401
H -3.026 0.048 -0.176
H -0.585 1.695 0.051
H 0.733 0.220 2.985
H -0.508 2.571 3.410
H 1.216 2.357 3.639
H -0.078 3.530 1.136
H 1.076 4.250 2.246
H 1.954 2.850 -0.020
H 2.833 2.703 1.561
H 0.946 -1.495 1.524
H 3.705 -1.862 0.890
H 2.452 -2.120 -1.060
H 0.880 -0.956 -2.089
H -0.109 -0.817 -0.588
H -0.149 -3.105 -2.614
H -1.336 -1.793 -2.406
H -1.803 -4.064 -1.265
H -2.035 -2.628 -0.346
H -0.488 -3.264 1.173
H -0.502 -4.882 0.455
H 1.333 -4.266 -1.077
H 1.828 -4.062 0.648
*
```

Properties
* E: -1036.9421 hartree
* maximum force: 0.0534 Eh/bohr
* LUMO level: 0.70 eV

***

# C16H28N2O5S

A single C16H28N2O5S molecule in a non-equilibrium geometry (ωB97M-V/def2-TZVPD, the OMol25 dataset).

Geometry as ORCA input:
```
! wB97M-V def2-TZVPD RIJCOSX def2/J DEFGRID3
* xyz 0 1
C -1.706 0.868 4.695
C -0.516 1.773 4.399
C -0.794 2.747 3.270
S -0.513 1.972 1.649
O 0.706 1.211 1.709
O -0.585 3.015 0.663
N -1.800 0.898 1.520
C -2.971 1.438 0.855
C -2.836 1.434 -0.668
C -2.435 0.050 -1.170
C -1.160 -0.409 -0.456
C -0.731 -1.775 -0.974
O -1.506 -2.493 -1.578
N 0.535 -2.182 -0.704
C 1.585 -1.437 -0.044
C 2.805 -1.285 -0.970
C 2.348 -1.363 -2.439
C 1.754 -2.749 -2.723
C 1.058 -3.297 -1.469
O 3.427 -1.115 -3.320
C 3.462 0.272 -3.585
C 2.092 0.796 -3.101
O 1.390 -0.367 -2.728
C -1.437 -0.425 1.050
H -1.995 0.319 3.804
H -2.557 1.457 5.031
H -1.453 0.158 5.478
H 0.347 1.171 4.110
H -0.253 2.329 5.302
H -1.819 3.106 3.264
H -0.112 3.594 3.279
H -3.107 2.458 1.218
H -3.829 0.833 1.165
H -2.070 2.160 -0.946
H -3.783 1.741 -1.114
H -2.260 0.072 -2.246
H -3.229 -0.675 -0.979
H -0.370 0.320 -0.659
H 1.236 -0.457 0.272
H 1.882 -1.989 0.858
H 3.298 -0.332 -0.782
H 3.535 -2.080 -0.814
H 1.034 -2.637 -3.533
H 2.559 -3.404 -3.053
H 0.226 -3.944 -1.745
H 1.756 -3.852 -0.838
H 4.290 0.745 -3.045
H 3.609 0.405 -4.659
H 1.522 1.292 -3.888
H 2.200 1.478 -2.248
H -0.562 -0.738 1.619
H -2.267 -1.104 1.269
*
```

Properties
* E: -1510.3779 hartree
* maximum force: 0.0210 Eh/bohr
* LUMO level: 0.65 eV

***

# C16H28N4O3

A single C16H28N4O3 molecule (ωB97M-V/def2-TZVPD, the OMol25 dataset).

Geometry as ORCA input:
```
! wB97M-V def2-TZVPD RIJCOSX def2/J DEFGRID3
* xyz 0 1
O 0.548 0.111 1.567
C 0.916 0.425 0.453
N 1.575 -0.435 -0.396
C 2.656 0.045 -1.238
C 3.797 0.663 -0.420
C 4.628 -0.357 0.354
C 3.804 -1.288 1.245
C 3.016 -2.325 0.442
C 1.632 -1.829 0.008
N 0.719 1.707 -0.063
C 0.068 1.849 -1.353
C -1.440 2.148 -1.158
N -1.850 1.727 0.157
C -2.950 0.971 0.451
O -3.577 1.122 1.480
N -3.316 0.059 -0.538
C -2.325 -0.895 -1.012
C -2.252 -2.102 -0.067
O -3.506 -2.724 0.077
C -4.458 -1.813 0.591
C -4.600 -0.597 -0.327
C -1.251 2.504 1.221
C 0.244 2.690 0.894
H 3.019 -0.802 -1.822
H 2.288 0.799 -1.936
H 3.360 1.383 0.275
H 4.454 1.211 -1.099
H 5.203 -0.964 -0.351
H 5.343 0.188 0.974
H 4.491 -1.810 1.915
H 3.117 -0.707 1.863
H 3.603 -2.624 -0.429
H 2.862 -3.220 1.047
H 0.935 -1.932 0.840
H 1.271 -2.441 -0.829
H 0.192 0.926 -1.919
H 0.542 2.669 -1.906
H -1.615 3.230 -1.243
H -2.043 1.646 -1.913
H -1.342 -0.434 -1.058
H -2.627 -1.225 -2.012
H -1.577 -2.861 -0.466
H -1.882 -1.761 0.913
H -5.399 -2.360 0.661
H -4.154 -1.472 1.590
H -5.286 0.125 0.117
H -4.971 -0.910 -1.308
H -1.747 3.479 1.329
H -1.383 1.942 2.145
H 0.837 2.592 1.803
H 0.428 3.674 0.454
*
```

Properties
* E: -1071.2492 hartree
* maximum force: 0.0109 Eh/bohr
* LUMO level: 0.69 eV

***

# C16H28N8O10S

5 unconnected molecules or ions with the total composition C16H28N8O10S (ωB97M-V/def2-TZVPD, the OMol25 dataset).

Geometry as ORCA input:
```
! wB97M-V def2-TZVPD RIJCOSX def2/J DEFGRID3
* xyz 0 1
N -1.607 2.877 -0.611
C -2.467 1.697 -0.704
C -1.691 0.424 -1.021
C -0.774 -0.081 0.110
C -1.446 -0.102 1.499
C -1.183 1.146 2.331
N 0.172 1.130 2.954
N 0.023 1.588 4.338
C 0.196 0.754 5.209
S 0.262 -0.289 6.364
C 1.051 2.113 2.362
O 0.772 3.248 2.152
O 2.308 1.612 2.119
C 2.503 1.107 0.830
C 2.489 1.983 -0.240
C 2.694 1.442 -1.496
C 2.927 0.079 -1.608
C 2.944 -0.676 -0.453
N 2.723 -0.186 0.769
H -0.625 2.647 -0.666
H -1.847 3.591 -1.279
H -3.177 1.853 -1.521
H -3.068 1.561 0.198
H -2.341 -0.375 -1.379
H -1.035 0.673 -1.858
H -0.429 -1.082 -0.143
H 0.079 0.594 0.160
H -2.524 -0.209 1.369
H -1.113 -0.977 2.059
H -1.901 1.170 3.148
H -1.370 2.043 1.739
H 2.326 3.040 -0.096
H 2.669 2.075 -2.371
H 3.093 -0.379 -2.570
H 3.150 -1.738 -0.524
C -1.379 0.753 -5.679
N -0.685 0.241 -4.466
O -1.165 -0.717 -3.897
O 0.321 0.826 -4.121
H -2.252 0.137 -5.857
H -1.653 1.785 -5.482
H -0.674 0.694 -6.502
C 0.219 -3.641 -2.726
N 1.498 -4.112 -3.324
O 2.534 -3.718 -2.829
O 1.415 -4.859 -4.275
H 0.451 -2.984 -1.896
H -0.325 -3.112 -3.502
H -0.330 -4.517 -2.394
C -6.654 -1.265 2.160
N -5.198 -1.283 1.848
O -4.707 -2.327 1.478
O -4.597 -0.236 1.986
H -7.050 -2.259 1.992
H -6.757 -0.966 3.199
H -7.116 -0.535 1.504
C 5.118 -0.214 3.157
N 6.576 -0.471 2.999
O 6.945 -1.623 2.908
O 7.303 0.500 2.970
H 4.598 -1.164 3.162
H 4.982 0.317 4.094
H 4.802 0.397 2.320
*
```

Properties
* E: -2214.6480 hartree
* maximum force: 0.0154 Eh/bohr
* LUMO level: -0.34 eV

***

# C16H28O3

A single C16H28O3 molecule in a non-equilibrium geometry (ωB97M-V/def2-TZVPD, the OMol25 dataset).

Geometry as ORCA input:
```
! wB97M-V def2-TZVPD RIJCOSX def2/J DEFGRID3
* xyz 0 1
C -2.764 -0.537 -1.932
C -1.774 0.550 -1.568
C -1.204 1.438 -2.468
C -1.449 1.534 -3.956
C -2.719 2.346 -4.268
C -0.217 2.204 -4.595
C -1.471 0.684 -0.102
C -2.229 1.832 0.527
O -0.084 1.058 0.073
C 0.891 0.063 0.410
C 2.294 0.752 0.231
C 0.830 -1.172 -0.552
C 0.778 -0.381 1.902
O 1.819 -1.293 2.299
C 1.743 -1.632 3.641
O 0.993 -1.108 4.479
C 2.721 -2.679 4.128
C 2.219 -3.732 5.108
C 3.224 -2.710 5.579
H -3.108 -0.353 -2.971
H -2.296 -1.559 -1.883
H -3.629 -0.491 -1.247
H -0.548 2.200 -2.033
H -1.511 0.540 -4.386
H -2.427 3.416 -4.228
H -3.044 2.076 -5.258
H -3.565 2.116 -3.590
H 0.670 1.567 -4.498
H -0.348 2.440 -5.664
H 0.021 3.156 -4.070
H -1.690 -0.285 0.425
H -1.880 1.948 1.549
H -2.099 2.792 0.009
H -3.288 1.599 0.524
H 2.376 1.178 -0.786
H 3.115 0.042 0.353
H 2.372 1.582 0.929
H 1.800 -1.711 -0.573
H 0.051 -1.865 -0.235
H 0.574 -0.873 -1.594
H 0.795 0.527 2.501
H -0.185 -0.859 2.063
H 3.413 -3.028 3.336
H 1.188 -3.629 5.478
H 2.540 -4.766 4.884
H 4.225 -3.047 5.752
H 2.878 -1.932 6.276
*
```

Properties
* E: -852.1154 hartree
* maximum force: 0.0563 Eh/bohr
* LUMO level: 0.79 eV

***

# C16H29BeCl6F3O12S3

A molecular structure, C16H29BeCl6F3O12S3 in a non-equilibrium geometry (ωB97M-V/def2-TZVPD, the OMol25 dataset).

Geometry as ORCA input:
```
! wB97M-V def2-TZVPD RIJCOSX def2/J DEFGRID3
* xyz 0 1
C -2.177 -1.854 2.244
C -3.195 -0.964 1.981
C -3.341 -0.137 0.753
C -2.057 0.574 0.314
C -1.088 -0.152 -0.667
F -0.548 0.866 -1.431
C -1.765 -1.088 -1.675
C -2.139 -2.493 -1.208
F -2.082 -3.320 -2.309
C 0.088 -0.813 0.064
S 1.274 -1.608 -1.053
O 0.897 -2.980 -1.055
O 1.291 -1.072 -2.400
F 2.671 -1.516 -0.465
C 0.819 0.140 1.006
O -0.060 0.299 2.157
S -1.252 1.235 1.790
O -0.744 2.509 1.403
O -2.223 1.281 2.843
H -1.498 -1.602 3.134
H -1.928 -2.754 1.701
H -3.976 -0.877 2.728
H -3.829 -0.726 -0.029
H -4.058 0.635 1.019
H -2.353 1.472 -0.221
H -1.195 -1.162 -2.593
H -2.699 -0.596 -1.959
H -3.167 -2.572 -0.848
H -1.452 -2.919 -0.479
H -0.242 -1.610 0.721
H 1.108 1.085 0.556
H 1.696 -0.384 1.347
Be 2.390 0.844 -2.231
C 4.512 -4.917 -5.130
O 3.794 -3.790 -4.663
C 3.560 -3.816 -3.261
C 4.541 -2.931 -2.523
O 5.866 -3.424 -2.634
C 6.638 -2.745 -3.606
H 4.867 -4.691 -6.135
H 5.372 -5.140 -4.495
H 3.858 -5.795 -5.174
H 3.603 -4.840 -2.877
H 2.546 -3.442 -3.100
H 4.291 -2.932 -1.461
H 4.480 -1.898 -2.886
H 6.951 -1.765 -3.229
H 6.090 -2.615 -4.543
H 7.527 -3.344 -3.800
C -1.879 5.336 2.765
S -2.005 7.035 2.204
O -3.281 7.575 2.740
C -2.285 6.641 0.473
H -1.743 5.347 3.844
H -2.795 4.798 2.516
H -1.021 4.858 2.294
H -3.173 6.015 0.380
H -1.411 6.127 0.072
H -2.437 7.575 -0.064
C -6.831 6.582 3.983
Cl -5.793 5.202 3.593
Cl -7.284 7.412 2.494
Cl -8.288 5.997 4.799
Cl -5.970 7.693 5.043
O 4.150 -1.079 2.269
Cl 3.409 -2.255 2.654
O 3.816 -3.384 1.865
O 1.992 -1.986 2.380
O 3.565 -2.523 4.052
Cl -2.402 -2.626 4.021
*
```

Properties
* E: -5799.2603 hartree
* maximum force: 0.0779 Eh/bohr
* LUMO level: -4.92 eV